(1)
Here is a structure of composition C40H51BrF2N4OS3Si2Tc in a non-equilibrium geometry from OMol25. Energies are from ωB97M-V with the def2-TZVPD basis set.

Each line ends with the Mulliken spin population.
Cartesian coordinates (Å):
Tc1 -1.0279 -0.0477 0.1670  0.16
C1 1.5448 -0.0015 3.2918  0.03
Si1 -0.2776 0.5966 3.4358  -0.03
C2 -0.5233 2.4785 3.1893  0.00
C3 -0.6071 0.3309 5.3019  0.00
N1 -1.2504 -0.2467 2.2273  0.42
C4 -2.2452 -1.1214 2.5141  0.02
C5 -2.9803 -1.1767 3.7138  0.08
C6 -3.9734 -2.1134 3.9084  -0.05
C7 -4.2981 -3.0414 2.9308  0.13
C8 -3.6203 -3.0147 1.7230  -0.07
C9 -2.6428 -2.0712 1.5513  0.12
F1 -1.9620 -2.0293 0.3345  0.01
H1 2.0141 -0.0132 4.2720  0.00
H2 2.1528 0.6294 2.6505  0.00
H3 1.5911 -1.0158 2.9040  -0.01
H4 0.2852 3.0367 3.6503  0.00
H5 -1.4540 2.8144 3.6371  0.00
H6 -0.5548 2.7441 2.1428  0.01
H7 0.2184 0.7939 5.8350  0.00
H8 -0.6286 -0.7156 5.5845  0.00
H9 -1.5123 0.8049 5.6659  0.00
H10 -2.7520 -0.4616 4.4834  0.00
H11 -4.5121 -2.1302 4.8445  0.00
H12 -5.0635 -3.7810 3.0927  0.01
H13 -3.8457 -3.7146 0.9346  0.00
C10 5.5067 3.2924 1.2981  0.00
C11 4.8459 3.8159 0.0138  0.00
C12 5.6032 3.2903 -1.2144  0.00
C13 4.9337 5.3451 0.0220  0.00
C14 3.4099 3.3194 -0.0401  -0.01
C15 3.1560 1.9527 -0.0144  0.00
C16 1.8530 1.5185 -0.0084  -0.02
Br1 1.4185 -0.3749 0.0766  0.02
C17 0.7295 2.3675 -0.0164  0.00
O1 -0.4733 1.8840 0.0703  0.01
C18 0.9938 3.7611 -0.0983  0.00
C19 2.3170 4.1752 -0.0998  0.00
C20 -0.0771 4.8486 -0.1735  0.00
C21 -1.5153 4.3297 -0.2526  0.00
C22 0.0508 5.7610 1.0581  0.00
C23 0.1607 5.6809 -1.4445  0.00
H14 6.5267 3.6673 1.3641  0.00
H15 5.5372 2.2061 1.3036  0.00
H16 4.9534 3.6325 2.1728  0.00
H17 6.6407 3.6190 -1.1865  0.00
H18 5.1409 3.6690 -2.1248  0.00
H19 5.5868 2.2040 -1.2380  0.00
H20 5.9761 5.6496 0.0821  0.00
H21 4.4174 5.7634 0.8840  0.00
H22 4.5171 5.7634 -0.8918  0.00
H23 3.9587 1.2350 0.0003  0.00
H24 2.5124 5.2331 -0.1274  0.00
H25 -1.8101 3.7951 0.6449  0.00
H26 -1.6448 3.6672 -1.1049  0.00
H27 -2.1852 5.1790 -0.3749  0.00
H28 -0.0496 5.1852 1.9743  0.00
H29 -0.7290 6.5186 1.0409  0.00
H30 1.0099 6.2723 1.0765  0.00
H31 0.0875 5.0453 -2.3234  0.00
H32 1.1352 6.1592 -1.4466  0.00
H33 -0.5915 6.4626 -1.5192  0.00
C24 1.3911 0.1719 -3.2942  0.01
Si2 -0.1938 -0.8763 -3.0067  -0.01
C25 0.0314 -2.6318 -2.2773  0.00
C26 -0.9526 -1.2355 -4.7256  0.00
N2 -1.2234 -0.0018 -1.8929  0.11
C27 -2.2531 0.7758 -2.2933  -0.01
C28 -2.3993 1.3524 -3.5684  0.01
C29 -3.5160 2.0871 -3.8997  -0.01
C30 -4.5521 2.2741 -2.9944  0.02
C31 -4.4316 1.7636 -1.7099  -0.01
C32 -3.2914 1.0688 -1.3930  0.01
F2 -3.1199 0.5727 -0.0932  0.01
H34 1.6671 0.1683 -4.3435  0.00
H35 2.2410 -0.1994 -2.7339  0.00
H36 1.2325 1.2048 -2.9939  0.00
H37 0.9023 -3.1137 -2.7109  0.00
H38 -0.8328 -3.2479 -2.5186  0.00
H39 0.1493 -2.6477 -1.1987  0.00
H40 -0.5572 -2.1790 -5.0866  0.00
H41 -0.6962 -0.4849 -5.4644  0.00
H42 -2.0334 -1.3187 -4.7032  0.00
H43 -1.6000 1.2303 -4.2776  0.00
H44 -3.5730 2.5385 -4.8803  0.00
H45 -5.4326 2.8263 -3.2816  0.00
H46 -5.2087 1.9027 -0.9744  0.00
S1 2.5873 -7.5624 -1.1462  0.00
C33 1.7544 -6.5263 -0.1668  0.00
S2 2.4226 -5.0632 0.5063  0.00
C34 0.7900 -4.6915 1.1845  0.00
N3 -0.0644 -5.6149 0.9057  0.00
N4 0.4507 -6.6195 0.1812  0.00
C35 -0.4296 -7.6305 -0.2557  0.00
C36 -1.6859 -7.2383 -0.7034  0.00
C37 -2.5799 -8.1889 -1.1552  0.00
C38 -2.2241 -9.5277 -1.1640  0.00
C39 -0.9785 -9.9144 -0.7008  0.00
C40 -0.0734 -8.9731 -0.2443  0.00
S3 0.5224 -3.2839 2.0274  0.01
H47 -1.9301 -6.1883 -0.7021  0.00
H48 -3.5546 -7.8899 -1.5085  0.00
H49 -2.9164 -10.2706 -1.5304  0.00
H50 -0.7112 -10.9605 -0.6897  0.00
H51 0.8963 -9.2890 0.1048  0.00

Calculated values
LUMO level (alpha / beta) in eV: -1.9516 / -2.9572
Total charge: 0
Multiplicity: 2
HOMO (alpha / beta) in eV: -6.4 / -6.4

---

(2)
Here is a structure of composition C40H51BrNPS2SiTi from OMol25. Energies are from ωB97M-V with the def2-TZVPD basis set.

Each line ends with the Löwdin charge.
Cartesian coordinates (Å):
Ti1 1.3616 0.0370 1.0117  0.53
C1 4.7696 0.6139 -1.0751  -0.03
C2 4.2678 1.7353 -1.9420  -0.27
C3 5.1728 2.6137 -2.5238  -0.02
C4 4.7488 3.6646 -3.3255  -0.04
C5 3.3979 3.8535 -3.5704  -0.05
C6 2.4749 2.9885 -3.0045  -0.08
C7 2.8991 1.9393 -2.1886  -0.32
P1 1.6763 0.8070 -1.4863  1.09
C8 0.0355 1.3821 -2.0193  -0.36
C9 -0.6964 0.6515 -2.9541  -0.07
C10 -1.9704 1.0557 -3.3241  -0.06
C11 -2.5251 2.1878 -2.7497  -0.05
C12 -1.8074 2.9067 -1.8042  -0.03
C13 -0.5281 2.5227 -1.4217  -0.33
C14 0.2012 3.3339 -0.3876  -0.05
C15 1.9648 -0.8024 -2.2320  -0.34
C16 2.0943 -1.0001 -3.6066  -0.07
C17 2.2487 -2.2830 -4.1006  -0.04
C18 2.2750 -3.3632 -3.2227  -0.03
C19 2.1842 -3.1635 -1.8551  -0.02
C20 2.0520 -1.8736 -1.3443  -0.32
C21 2.1255 -1.6305 0.1322  -0.25
H1 5.8488 0.6768 -0.9512  0.09
H2 4.5414 -0.3617 -1.5102  0.09
H3 4.3258 0.6559 -0.0757  0.06
H4 6.2312 2.4704 -2.3454  0.12
H5 5.4784 4.3318 -3.7648  0.12
H6 3.0619 4.6625 -4.2046  0.12
H7 1.4208 3.1265 -3.2088  0.11
H8 -0.2787 -0.2411 -3.3983  0.10
H9 -2.5224 0.4871 -4.0606  0.12
H10 -3.5171 2.5135 -3.0340  0.12
H11 -2.2485 3.7867 -1.3520  0.12
H12 -0.4908 3.9493 0.1848  0.10
H13 0.9406 3.9964 -0.8418  0.09
H14 0.7455 2.7064 0.3299  0.03
H15 2.0690 -0.1533 -4.2827  0.13
H16 2.3468 -2.4460 -5.1651  0.12
H17 2.3914 -4.3668 -3.6097  0.12
H18 2.2484 -4.0073 -1.1790  0.13
H19 3.1658 -1.4109 0.4398  0.09
H20 1.8054 -2.4962 0.7194  0.07
S1 1.9082 -0.7298 3.1683  0.71
C22 2.6360 0.8468 3.0386  -1.05
N1 2.6437 1.4338 1.8495  -0.13
C23 3.2454 2.7019 1.9018  -0.28
C24 3.4480 3.5867 0.8486  -0.01
C25 4.0854 4.7827 1.1158  -0.04
C26 4.5208 5.1042 2.4043  -0.04
C27 4.3316 4.2287 3.4553  -0.05
C28 3.6895 3.0260 3.1862  -0.43
S2 3.3373 1.7361 4.3057  1.17
H21 3.1306 3.3422 -0.1535  0.08
H22 4.2548 5.4821 0.3082  0.12
H23 5.0167 6.0483 2.5816  0.12
H24 4.6728 4.4702 4.4525  0.12
C29 -1.7960 -1.4297 4.0280  -0.10
C30 -2.1696 -2.4833 2.9733  -0.62
C31 -3.3060 -3.3623 3.5443  -0.06
C32 -0.9330 -3.3653 2.7529  -0.09
Si1 -2.8263 -1.7393 1.3567  0.76
Br1 -1.0977 0.0988 0.9051  0.66
C33 -2.6252 -2.7756 -0.2235  -0.61
C34 -3.2842 -2.1311 -1.4510  -0.08
C35 -1.1635 -3.0430 -0.6090  -0.10
C36 -3.3255 -4.1248 0.0565  -0.07
C37 -4.3554 -0.6229 1.4626  -0.63
C38 -4.4930 0.0823 2.8192  -0.09
C39 -5.5650 -1.5725 1.2880  -0.07
C40 -4.4164 0.4661 0.3788  -0.11
H25 -1.4704 -1.9544 4.9302  0.10
H26 -2.6252 -0.7877 4.3092  0.06
H27 -0.9681 -0.7989 3.7031  0.02
H28 -2.9345 -3.8624 4.4423  0.10
H29 -3.6350 -4.1402 2.8537  0.08
H30 -4.1746 -2.7740 3.8399  0.08
H31 -0.5997 -3.7438 3.7226  0.10
H32 -0.1010 -2.8013 2.3205  0.04
H33 -1.1294 -4.2283 2.1187  0.08
H34 -2.8330 -1.1677 -1.6959  0.06
H35 -4.3587 -1.9970 -1.3411  0.07
H36 -3.1287 -2.7937 -2.3071  0.10
H37 -0.6751 -2.1329 -0.9620  0.04
H38 -1.1527 -3.7518 -1.4419  0.10
H39 -0.5679 -3.4750 0.1929  0.06
H40 -4.3712 -4.0078 0.3474  0.08
H41 -2.8193 -4.7094 0.8241  0.07
H42 -3.3118 -4.7155 -0.8630  0.10
H43 -4.6126 -0.6134 3.6484  0.07
H44 -5.3917 0.7033 2.7897  0.10
H45 -3.6487 0.7411 3.0314  0.08
H46 -5.5790 -2.3836 2.0188  0.08
H47 -5.6198 -2.0075 0.2907  0.07
H48 -6.4777 -0.9907 1.4384  0.10
H49 -3.6714 1.2460 0.5456  0.05
H50 -5.3983 0.9432 0.4365  0.10
H51 -4.2948 0.0894 -0.6334  0.06

Calculated values
LUMO level in eV: -7.0116
Total charge: +2
ΔE to the lowest compared entry with this formula, charge and spin in kJ/mol: 0.0
HOMO in eV: -13.8

---

(3)
Here is a cluster of 10 separate species, C40H51F3N9 in total in a non-equilibrium geometry from OMol25. Energies are from ωB97M-V with the def2-TZVPD basis set.

Each line ends with the Löwdin charge.
Cartesian coordinates (Å):
C1 3.2339 -2.3052 2.6978  -0.30
C2 2.3294 -1.0417 2.1308  -0.38
C3 1.0150 -1.5990 1.3245  -0.15
C4 -0.2824 -1.9455 2.2755  -0.21
F1 -1.1468 -0.7393 2.5454  -0.04
F2 -1.1568 -2.8624 1.4523  -0.06
F3 0.0397 -2.6967 3.5112  0.00
H1 2.5801 -3.2985 2.5959  -0.07
H2 4.1436 -2.4194 1.9358  -0.07
H3 3.0187 -0.5019 1.3202  0.08
H4 2.0841 -0.2272 2.9353  0.07
H5 0.6963 -0.7558 0.5490  0.10
H6 1.2920 -2.5569 0.7119  0.12
N1 -5.2798 -1.5626 0.9053  0.00
C5 -6.3678 -2.3942 0.8483  -0.16
C6 -5.9356 -3.6781 1.0951  -0.13
C7 -4.5386 -3.6179 1.3146  -0.12
C8 -4.1607 -2.2993 1.1943  -0.13
H7 -5.2997 -0.5618 0.7581  0.15
H8 -7.3535 -2.0024 0.6359  0.10
H9 -6.5592 -4.5624 1.1162  0.09
H10 -3.8794 -4.4470 1.5371  0.09
H11 -3.1935 -1.8237 1.2881  0.09
N2 0.0257 -2.4332 6.7308  0.03
C9 -0.7955 -3.0152 7.6611  -0.14
C10 -0.1825 -2.9179 8.8903  -0.12
C11 1.0492 -2.2483 8.6954  -0.13
C12 1.1507 -1.9580 7.3532  -0.14
H12 -0.1684 -2.3643 5.7403  0.12
H13 -1.7425 -3.4491 7.3693  0.10
H14 -0.5800 -3.2879 9.8264  0.08
H15 1.7827 -2.0035 9.4526  0.08
H16 1.9257 -1.4565 6.7891  0.11
N3 4.5290 -2.1539 7.9418  0.01
C13 5.0757 -2.9612 6.9785  -0.12
C14 6.4425 -2.7963 7.0103  -0.12
C15 6.7306 -1.8610 8.0328  -0.14
C16 5.5311 -1.4830 8.5933  -0.16
H17 3.5409 -2.0674 8.1412  0.09
H18 4.4470 -3.5811 6.3535  0.11
H19 7.1551 -3.2966 6.3675  0.09
H20 7.7079 -1.5022 8.3288  0.08
H21 5.3053 -0.7949 9.3970  0.10
N4 0.6064 -0.7725 -2.5645  0.02
C17 0.4663 0.5378 -2.1878  -0.14
C18 1.2786 1.3021 -2.9955  -0.14
C19 1.9269 0.4222 -3.8949  -0.13
C20 1.4912 -0.8521 -3.6083  -0.13
H22 0.1307 -1.5578 -2.1394  0.15
H23 -0.1963 0.8134 -1.3784  0.11
H24 1.3910 2.3772 -2.9435  0.08
H25 2.6348 0.6895 -4.6687  0.08
H26 1.7354 -1.8064 -4.0557  0.11
N5 4.8344 3.0172 -4.6232  0.01
C21 6.0763 3.4620 -4.9952  -0.14
C22 5.9184 4.3305 -6.0521  -0.12
C23 4.5320 4.4171 -6.3232  -0.12
C24 3.8860 3.5984 -5.4242  -0.15
H27 4.6470 2.3633 -3.8743  0.15
H28 6.9638 3.1222 -4.4784  0.11
H29 6.7156 4.8469 -6.5709  0.09
H30 4.0560 5.0130 -7.0912  0.09
H31 2.8355 3.3791 -5.2870  0.09
N6 -1.2765 5.3778 -5.5836  0.00
C25 -2.3645 4.5462 -5.6406  -0.15
C26 -1.9323 3.2623 -5.3937  -0.10
C27 -0.5353 3.3225 -5.1743  -0.10
C28 -0.1574 4.6411 -5.2946  -0.15
H32 -1.2964 6.3786 -5.7308  0.15
H33 -3.3502 4.9380 -5.8529  0.10
H34 -2.5560 2.3780 -5.3727  0.09
H35 0.1238 2.4934 -4.9518  0.07
H36 0.8098 5.1167 -5.2008  0.09
N7 -5.2047 1.0705 -6.5632  -0.01
C29 -4.7666 1.2054 -7.8549  -0.15
C30 -4.4307 -0.0452 -8.3233  -0.12
C31 -4.6807 -0.9676 -7.2793  -0.12
C32 -5.1607 -0.2519 -6.2054  -0.14
H37 -5.5130 1.8280 -5.9676  0.14
H38 -4.7299 2.1774 -8.3284  0.10
H39 -4.0483 -0.2691 -9.3107  0.09
H40 -4.5276 -2.0387 -7.3080  0.09
H41 -5.4727 -0.5694 -5.2194  0.11
N8 2.1946 6.7739 -3.2716  0.00
C33 1.0755 7.2957 -2.6766  -0.15
C34 1.2801 8.6453 -2.4948  -0.12
C35 2.5655 8.9492 -3.0034  -0.12
C36 3.1066 7.7759 -3.4794  -0.14
H42 2.3265 5.8019 -3.5193  0.13
H43 0.2323 6.6634 -2.4327  0.11
H44 0.5789 9.3364 -2.0455  0.09
H45 3.0446 9.9195 -3.0211  0.09
H46 4.0604 7.5685 -3.9459  0.11
N9 -5.6484 -6.7168 4.7288  -0.01
C37 -5.0499 -5.5288 4.3985  -0.14
C38 -3.7345 -5.5884 4.8017  -0.11
C39 -3.5312 -6.8593 5.3906  -0.11
C40 -4.7286 -7.5363 5.3295  -0.15
H47 -6.6171 -6.9522 4.5555  0.14
H48 -5.6100 -4.7443 3.9076  0.10
H49 -3.0004 -4.8020 4.6832  0.09
H50 -2.6102 -7.2399 5.8131  0.09
H51 -5.0045 -8.5280 5.6625  0.10

Calculated values
LUMO level in eV: 1.8214
Total charge: -1
HOMO in eV: -1.9

---

(4)
Here is a structure of composition C40H53BF4N11Ti in a non-equilibrium geometry from OMol25. Energies are from ωB97M-V with the def2-TZVPD basis set.

Each line ends with the Mulliken spin population.
Cartesian coordinates (Å):
Ti1 -0.0098 -0.2020 -0.1214  0.80
C1 3.3812 -0.4029 -2.3665  0.00
C2 3.2831 -0.5562 -0.8892  0.01
C3 4.3393 -0.4893 0.0330  0.00
C4 3.7918 -0.8716 1.2422  0.00
N1 2.4992 -1.1531 1.0382  0.00
N2 2.1563 -0.9154 -0.2631  0.02
B1 1.6041 -1.9264 2.0703  -0.03
N3 0.6202 -2.8681 1.3262  0.03
C5 0.3940 -4.1528 1.6426  0.01
C6 -0.6045 -4.6301 0.8326  0.00
C7 -0.9607 -3.5498 0.0256  0.03
C8 -1.9552 -3.6337 -1.0829  0.01
N4 -0.2340 -2.4692 0.3437  -0.02
N5 0.7662 -0.9579 2.8852  0.03
C9 0.5324 -0.8586 4.2036  0.01
C10 -0.4075 0.1249 4.3877  0.00
C11 -0.7226 0.5911 3.1058  0.03
C12 -1.6569 1.7184 2.8225  0.00
N6 -0.0218 -0.0933 2.1909  0.00
N7 2.5623 -2.7862 2.8973  0.00
C13 3.3755 -3.7353 2.3711  0.00
C14 4.2575 -4.1241 3.3442  0.00
C15 3.9229 -3.3311 4.4637  0.00
C16 4.5615 -3.3152 5.8158  0.00
N8 2.9125 -2.5266 4.1819  0.00
H1 3.8317 -1.3028 -2.7917  0.00
H2 2.3961 -0.2717 -2.7953  0.00
H3 4.0048 0.4500 -2.6331  0.00
H4 5.3618 -0.2245 -0.1746  0.00
H5 4.2416 -0.9989 2.2135  0.00
H6 0.9551 -4.6382 2.4211  0.00
H7 -1.0184 -5.6235 0.8084  0.00
H8 -2.8945 -4.0507 -0.7191  0.00
H9 -2.1520 -2.6708 -1.5351  0.01
H10 -1.5774 -4.2936 -1.8647  0.00
H11 1.0807 -1.4693 4.8967  0.00
H12 -0.8096 0.4817 5.3203  0.00
H13 -1.1054 2.6461 2.6615  0.00
H14 -2.2689 1.5102 1.9514  0.00
H15 -2.3031 1.8645 3.6879  0.00
H16 3.2742 -4.0499 1.3443  0.00
H17 5.0321 -4.8687 3.2698  0.00
H18 5.2360 -4.1620 5.9327  0.00
H19 5.1366 -2.4003 5.9645  0.00
H20 3.8065 -3.3634 6.6000  0.00
C17 -3.1331 -1.9770 2.3379  0.00
C18 -3.7162 -1.5575 0.9947  0.01
N9 -3.5079 -0.1390 0.6780  0.00
C19 -4.7449 0.6231 0.8506  0.00
C20 -5.3078 0.5664 2.2627  0.00
C21 -2.9462 0.0633 -0.6574  0.03
C22 -2.3370 1.4315 -0.8722  -0.01
N10 -1.0315 1.5409 -0.2246  0.00
C23 -0.5442 2.7684 0.0990  -0.02
C24 0.7475 2.8370 0.6535  0.02
F1 1.4393 1.6656 0.7155  0.00
C25 1.3636 3.9902 1.0569  0.00
F2 2.6027 3.9223 1.5646  0.00
C26 0.7356 5.2151 0.9245  0.00
C27 -0.5095 5.1952 0.3360  0.00
F3 -1.1622 6.3504 0.1440  0.00
C28 -1.1366 4.0310 -0.0744  0.00
F4 -2.3389 4.1763 -0.6708  0.00
H21 -3.3140 -3.0408 2.5109  0.00
H22 -3.5700 -1.4157 3.1636  0.00
H23 -2.0562 -1.8054 2.3487  0.01
H24 -4.7867 -1.7987 0.9519  0.00
H25 -3.2500 -2.1589 0.2186  0.00
H26 -5.5096 0.2646 0.1379  0.00
H27 -4.5567 1.6673 0.6042  0.00
H28 -5.6469 -0.4341 2.5312  0.00
H29 -6.1645 1.2372 2.3378  0.00
H30 -4.5604 0.8820 2.9900  0.00
H31 -3.7057 -0.1403 -1.4344  0.00
H32 -2.2058 -0.7264 -0.8582  0.05
H33 -3.0302 2.1528 -0.4509  0.00
H34 -2.2696 1.6397 -1.9404  -0.01
H35 1.1989 6.1335 1.2508  0.00
C29 -1.1802 4.1282 -4.7703  0.00
C30 -0.2285 3.4028 -3.8558  0.00
C31 0.8754 4.0541 -3.3200  0.00
C32 1.7236 3.3920 -2.4435  0.00
C33 2.9425 4.0793 -1.8882  0.00
C34 1.4381 2.0750 -2.0977  0.02
C35 0.3341 1.3810 -2.5996  -0.03
C36 -0.4743 2.0806 -3.5072  0.00
N11 0.0754 0.0374 -2.1843  -0.08
C37 -0.1263 -0.9098 -3.3211  0.01
C38 0.5858 -0.5065 -4.6294  0.00
C39 0.4615 -2.2792 -2.9596  0.05
C40 -1.6160 -1.0592 -3.7090  0.00
H36 -0.7022 4.9899 -5.2359  0.00
H37 -2.0453 4.4912 -4.2098  0.00
H38 -1.5494 3.4729 -5.5605  0.00
H39 1.0756 5.0853 -3.5951  0.00
H40 3.6667 4.2995 -2.6752  0.00
H41 3.4356 3.4589 -1.1379  0.00
H42 2.6723 5.0260 -1.4167  0.00
H43 2.1091 1.5817 -1.4118  0.00
H44 -1.3336 1.5971 -3.9496  0.00
H45 1.6337 -0.2464 -4.4777  0.00
H46 0.1072 0.3301 -5.1323  0.00
H47 0.5528 -1.3642 -5.3056  0.00
H48 1.5351 -2.2823 -3.1592  0.00
H49 0.0036 -3.0459 -3.5912  0.00
H50 0.3599 -2.5834 -1.9238  -0.02
H51 -2.0141 -0.1339 -4.1233  0.00
H52 -2.2503 -1.3320 -2.8715  0.00
H53 -1.7280 -1.8298 -4.4770  0.00

Calculated values
LUMO level (alpha / beta) in eV: 0.2716 / 0.5468
Total charge: 0
Multiplicity: 2
ΔE to the lowest compared entry with this formula, charge and spin in kJ/mol: 0.0
HOMO (alpha / beta) in eV: -7.1 / -7.3